Entry 1:
Density functional theory data (wB97M-V/def2-TZVPD) for a molecular structure, C38H51F3N4O3PPt in a non-equilibrium geometry.

Each line ends with the Mulliken charge.
Geometry (Å):
1 C 3.395 1.930 -2.605  -1.151
2 C -3.120 1.190 -1.378  -0.935
3 H -1.551 -5.626 -0.395  0.286
4 Pt -0.462 -0.389 0.278  0.839
5 H 5.111 -3.785 2.063  0.442
6 C -0.480 -5.805 -0.301  -1.339
7 H 2.039 -2.541 -5.276  0.418
8 H -0.476 -3.240 1.980  -0.163
9 C -0.960 3.752 -1.265  -0.049
10 C -1.170 2.408 0.755  -0.707
11 H 0.589 0.149 2.885  0.075
12 H 1.977 0.836 3.725  0.591
13 H -3.578 0.015 5.944  0.432
14 C -0.558 4.849 -0.508  -0.984
15 H -0.310 -2.282 3.471  0.465
16 C -2.445 -2.878 -1.985  0.691
17 N -1.671 1.390 -1.418  1.140
18 H -2.124 -4.329 -3.543  0.291
19 H -2.755 2.866 2.872  0.613
20 C -3.168 0.253 4.974  -1.010
21 F 4.778 1.500 -5.012  -0.258
22 O 0.081 -3.466 -0.296  -0.090
23 P -0.015 -2.076 -1.065  0.803
24 H -3.455 1.202 -0.341  0.169
25 C 4.545 -2.868 1.972  -0.770
26 H -0.320 5.785 -0.993  0.440
27 C 5.195 -1.651 1.860  -1.069
28 H 6.275 -1.611 1.857  0.429
29 C -2.607 -0.742 4.185  -0.734
30 C -2.666 1.858 3.244  -0.783
31 H 1.801 -0.810 -3.517  0.115
32 H 5.009 0.460 1.661  0.483
33 H 2.472 2.919 1.441  0.345
34 H 1.361 -1.744 1.848  0.163
35 H -3.720 2.324 5.032  0.412
36 H -3.359 0.223 -1.823  0.174
37 N -1.651 -1.506 2.040  1.358
38 C 3.089 -0.349 -1.087  -0.317
39 C -0.484 4.732 0.868  -1.154
40 H 2.632 -3.838 2.080  0.498
41 H -2.594 -2.841 0.720  0.146
42 H 2.897 -1.211 -0.480  0.249
43 C 2.439 -1.718 1.876  0.837
44 H -3.592 -2.384 2.114  0.519
45 H 4.683 -1.197 -2.212  0.653
46 H -0.231 -5.863 0.758  0.289
47 C -1.190 1.348 -2.786  -0.994
48 H -0.176 5.576 1.471  0.449
49 H -0.260 -6.771 -0.754  0.449
50 N 2.312 0.729 -0.864  1.490
51 H 3.682 2.143 2.453  0.557
52 H 0.058 -4.617 -2.034  0.100
53 H 3.484 2.837 -3.184  0.579
54 C -0.784 3.527 1.490  -1.016
55 H -3.154 -2.097 -1.704  0.150
56 H 0.242 -1.599 -3.778  0.079
57 H 0.893 1.742 0.172  -0.531
58 C -1.008 -2.643 2.716  -1.338
59 O -1.157 -2.260 -2.179  -0.113
60 C 3.075 -0.486 1.744  -1.102
61 H 2.946 -3.043 -3.847  0.316
62 C 1.264 -1.759 -3.440  0.504
63 F 5.659 -0.340 -4.295  -0.263
64 C -2.874 -2.016 1.372  -1.011
65 C 4.070 -0.322 -2.061  -0.792
66 N -1.353 1.120 1.284  1.264
67 H -1.036 3.850 -2.339  0.446
68 C 3.156 -2.894 1.984  -0.851
69 C 0.322 -4.722 -0.979  -0.025
70 C 4.213 0.820 -2.831  0.367
71 H -3.820 -4.024 -3.157  0.470
72 H 1.373 -3.771 -4.198  0.327
73 C 1.351 0.919 2.835  -1.771
74 H 0.859 1.890 2.852  0.365
75 H -1.753 -3.278 3.206  0.555
76 C 5.260 0.881 -3.928  0.620
77 C 1.946 -2.845 -4.233  -1.670
78 C 1.344 0.757 0.290  -1.254
79 H -2.903 -2.837 -4.089  0.331
80 C -2.058 -0.440 2.951  -0.296
81 H 3.826 2.045 0.710  0.435
82 H -1.419 0.364 -3.201  -0.003
83 H -1.657 2.098 -3.440  0.427
84 C 4.466 -0.471 1.749  -0.280
85 H -2.617 -1.767 4.530  0.392
86 H 1.818 2.683 -1.341  0.452
87 C 2.469 1.860 -1.598  0.005
88 H -3.655 1.971 -1.934  0.345
89 C -1.992 0.887 2.486  0.709
90 O 1.255 -2.128 -2.042  -0.347
91 H 1.394 -4.915 -0.915  0.309
92 H -3.345 -1.219 0.796  0.131
93 H -2.376 -3.592 -1.165  -0.143
94 C 2.231 0.778 1.588  3.070
95 F 6.337 1.560 -3.516  -0.248
96 H -0.109 1.494 -2.806  0.327
97 C 3.109 2.037 1.532  -2.330
98 C -3.230 1.542 4.467  -0.866
99 C -2.842 -3.556 -3.273  -1.567
100 H -0.673 3.448 2.561  0.593
101 C -1.274 2.547 -0.659  0.350

Results
Charge: +1
HOMO energy: -9.1295 eV
Spin multiplicity: 1


Entry 2:
Density functional theory data (wB97M-V/def2-TZVPD) for a molecular structure, C38H51MnN5OP2S3.

Each line ends with the Mulliken charge.
Geometry (Å):
1 C -1.739 -1.448 2.216  1.382
2 H 3.880 4.739 0.361  0.194
3 H -2.358 -2.476 4.024  0.416
4 H 3.929 2.773 2.690  0.438
5 C 1.733 1.589 -2.573  0.307
6 C 1.522 3.447 1.070  0.043
7 H 2.804 4.140 -2.458  0.187
8 Mn -0.862 -0.017 -0.236  0.409
9 H -1.788 0.544 3.075  0.311
10 H -0.717 -0.571 3.928  0.456
11 H 1.465 0.583 -2.898  0.122
12 C 1.138 -4.459 -1.035  1.036
13 C -4.824 1.405 -3.036  -0.222
14 H 2.889 1.781 -4.394  0.353
15 C -2.370 -1.014 0.910  -1.347
16 C -1.618 3.301 -4.161  -0.415
17 H -0.975 -2.203 1.999  -0.207
18 C 5.224 -1.596 0.514  -0.539
19 H -4.272 3.849 -0.746  0.358
20 H 2.903 -0.210 2.469  0.325
21 H 1.593 2.972 -4.247  0.270
22 H -1.530 -2.547 -1.845  0.396
23 C 2.177 4.679 1.695  -0.661
24 C 3.843 -0.237 1.914  -0.654
25 H -2.128 2.492 -4.670  0.423
26 H 3.655 -2.386 1.784  0.022
27 C 4.778 -6.284 1.292  -0.402
28 H 3.590 -1.445 -0.913  0.250
29 C -4.802 3.235 -1.463  -0.407
30 C -1.023 4.312 -4.896  -0.795
31 P 2.461 1.177 0.030  -2.798
32 C 3.837 2.988 1.621  -0.743
33 C 3.932 2.384 -1.921  -0.568
34 H 5.072 -1.868 2.689  0.411
35 C -6.830 2.659 -2.615  -0.420
36 H -6.663 4.253 -1.187  0.406
37 C 4.447 -1.635 1.829  -0.447
38 H 5.446 -2.585 0.118  0.143
39 H -3.174 -0.290 1.020  0.692
40 H 4.707 2.563 1.121  0.452
41 O 1.035 0.687 0.056  1.229
42 N 3.640 0.147 0.502  0.660
43 H 4.535 0.455 2.400  0.507
44 H 4.422 -5.178 -2.321  0.444
45 C -1.559 3.323 -2.768  0.518
46 C -2.805 -2.095 3.105  -1.680
47 N 2.786 1.549 -1.532  0.534
48 H -0.559 -4.755 -2.344  0.461
49 H 4.726 1.772 -2.362  0.378
50 C -1.075 -0.273 2.941  -0.950
51 C 3.522 -6.386 0.705  -0.069
52 H 0.101 6.139 -4.821  0.401
53 C -0.604 -2.858 -1.376  -0.897
54 H 0.638 3.112 1.612  0.094
55 H 4.095 3.767 -3.611  0.467
56 C -0.362 5.348 -4.246  -0.497
57 C 3.379 -5.966 -0.608  0.081
58 N -0.035 -1.978 -0.541  0.970
59 S -1.944 2.151 0.127  -0.637
60 C 3.340 3.329 -2.960  -0.682
61 H -3.299 -2.924 2.596  0.404
62 C 4.492 -5.495 -1.289  0.137
63 H -6.706 1.008 -3.978  0.408
64 C 1.721 -3.552 -0.155  -0.128
65 C 4.314 -0.794 -0.413  -0.192
66 C -0.060 -4.092 -1.650  -1.192
67 C -4.139 2.207 -2.131  0.637
68 S 1.798 -6.040 -1.420  -0.228
69 H 4.351 2.905 -1.060  0.216
70 H 1.539 -1.607 0.729  0.666
71 H 2.681 -6.776 1.261  0.437
72 H 0.200 6.185 -2.353  0.470
73 C -6.171 1.634 -3.276  -0.694
74 H 4.925 -6.598 2.319  0.389
75 H 0.830 2.062 -2.186  -0.564
76 C -0.903 4.362 -2.120  -0.241
77 H -3.568 -1.363 3.377  0.383
78 H 1.772 5.606 1.294  0.379
79 C -0.304 5.373 -2.861  -0.590
80 C 5.702 -5.444 -0.609  -0.553
81 H 4.313 5.082 2.040  0.461
82 H 1.217 3.642 0.036  -0.176
83 H -2.656 -1.831 0.247  0.512
84 N 5.849 -5.816 0.659  -0.579
85 C -6.146 3.458 -1.708  -0.791
86 H -0.218 0.125 2.388  -0.153
87 H 2.012 4.683 2.774  0.351
88 H 2.643 -3.776 0.361  0.153
89 P -2.370 1.987 -1.847  1.313
90 S -1.734 0.212 -2.567  -0.687
91 C 3.664 4.485 1.402  -0.696
92 H -7.881 2.834 -2.802  0.398
93 H 6.170 -1.070 0.657  0.399
94 H -4.308 0.599 -3.542  0.372
95 H 6.593 -5.083 -1.111  0.452
96 C 2.353 2.423 -3.693  -0.626
97 H 4.866 -0.256 -1.182  0.155
98 H -1.076 4.295 -5.976  0.418
99 C 1.104 -2.337 0.058  -1.825
100 N 2.585 2.413 1.100  0.545
101 H -0.868 4.381 -1.038  0.349

Results
Charge: +1
HOMO energy (alpha / beta): -10.5182 / -11.1600 eV
Spin multiplicity: 5


One value per record, in order, for DFT total energy: -73021.310; -132136.563 eV.